# C40H108N6O19

11 unconnected molecules or ions with the total composition C40H108N6O19 at a distorted geometry (ωB97M-V/def2-TZVPD, the Open Molecules 2025 dataset).

Each line ends with the Löwdin charge.
Cartesian coordinates (Å):
C -5.652 3.151 0.378  -0.043
C -4.608 1.974 0.093  -0.377
C -4.683 1.458 -1.318  -0.187
O -3.633 0.535 -1.515  -0.239
C -3.846 -0.734 -0.996  -0.107
N -3.265 2.360 0.618  0.074
H -5.729 3.966 -0.342  0.062
H -5.468 3.636 1.337  0.068
H -6.614 2.645 0.457  0.064
H -4.990 1.164 0.714  0.119
H -4.557 2.187 -2.119  0.128
H -5.654 1.001 -1.508  0.129
H -4.768 -1.209 -1.331  0.100
H -3.739 -0.714 0.089  0.093
H -3.041 -1.404 -1.296  0.081
H -2.515 1.755 0.316  0.035
H -2.942 3.179 0.124  0.014
C 3.701 -0.579 -4.201  -0.044
C 4.366 -1.987 -4.208  -0.385
C 4.446 -2.657 -2.777  -0.137
O 5.087 -1.828 -1.782  -0.216
C 6.367 -1.492 -2.101  -0.159
N 3.613 -2.845 -5.134  0.040
H 4.240 0.193 -3.653  0.069
H 2.732 -0.640 -3.704  0.050
H 3.626 -0.253 -5.238  0.078
H 5.403 -1.915 -4.537  0.121
H 5.023 -3.580 -2.726  0.120
H 3.459 -2.864 -2.365  0.117
H 7.037 -2.351 -2.139  0.096
H 6.819 -0.967 -1.260  0.084
H 6.447 -0.840 -2.970  0.085
H 2.634 -2.633 -5.000  0.017
H 3.764 -2.620 -6.107  0.072
C -0.443 7.359 2.665  -0.046
C -1.199 6.328 1.784  -0.435
C -0.468 4.959 1.640  -0.165
O 0.808 5.157 0.938  -0.207
C 1.369 3.892 0.426  -0.076
N -2.516 6.047 2.293  0.049
H 0.612 7.511 2.437  0.065
H -0.622 7.033 3.689  0.072
H -0.952 8.320 2.595  0.070
H -1.306 6.761 0.789  0.120
H -1.080 4.299 1.026  0.084
H -0.401 4.326 2.525  0.125
H 2.450 3.768 0.354  0.086
H 0.954 3.762 -0.573  0.061
H 1.010 3.046 1.013  0.078
H -3.050 5.630 1.544  0.054
H -2.299 5.331 2.971  0.068
C -0.832 5.633 -2.170  -0.226
C -1.704 4.495 -1.647  -0.236
O -2.849 4.844 -0.909  -0.073
O -1.512 6.406 -3.150  -0.059
H 0.103 5.235 -2.565  0.112
H -0.622 6.353 -1.379  0.108
H -1.077 3.744 -1.167  0.089
H -2.061 3.943 -2.517  0.124
H -3.412 5.361 -1.490  0.105
H -0.835 6.975 -3.524  0.083
C 5.306 -1.584 1.815  -0.233
C 4.035 -2.113 1.195  -0.255
O 2.888 -2.094 2.029  -0.069
O 5.812 -2.417 2.862  -0.059
H 5.089 -0.640 2.313  0.124
H 6.027 -1.334 1.038  0.103
H 4.214 -3.159 0.946  0.122
H 3.786 -1.568 0.284  0.101
H 2.754 -3.000 2.317  0.079
H 6.212 -3.205 2.487  0.080
C -2.649 -0.809 -4.826  -0.241
C -2.864 0.740 -4.834  -0.206
O -2.567 1.392 -6.086  -0.068
O -3.600 -1.408 -5.681  -0.060
H -2.624 -1.156 -3.793  0.101
H -1.647 -1.002 -5.208  0.091
H -2.216 1.099 -4.034  0.102
H -3.873 0.981 -4.499  0.107
H -2.805 0.851 -6.842  0.073
H -3.299 -2.319 -5.710  0.040
C 0.600 -0.478 -1.880  -0.206
C -0.066 0.125 -0.604  -0.225
O -1.011 1.006 -1.016  -0.082
O -0.093 -1.513 -2.566  -0.077
H 1.519 -0.955 -1.538  0.095
H 0.958 0.222 -2.634  0.100
H 0.709 0.630 -0.027  0.118
H -0.579 -0.551 0.080  0.116
H -1.758 0.584 -1.447  0.052
H 0.345 -1.708 -3.398  0.031
C -0.817 -3.524 -6.609  -0.235
C 0.336 -3.240 -5.646  -0.216
O 0.633 -1.871 -5.387  -0.096
O -2.001 -3.741 -5.934  -0.062
H -0.620 -4.426 -7.188  0.124
H -0.927 -2.689 -7.300  0.135
H 1.180 -3.722 -6.139  0.110
H 0.095 -3.715 -4.695  0.133
H 0.777 -1.476 -6.250  0.106
H -2.021 -4.553 -5.423  0.114
C -3.228 0.188 9.158  -0.121
O -2.717 -1.135 9.046  -0.191
C -3.780 -2.019 8.634  -0.220
C -3.296 -3.404 8.187  -0.213
N -2.561 -3.299 6.953  -0.056
C -3.412 -3.366 5.758  -0.186
C -2.446 -3.502 4.509  -0.180
O -2.067 -2.124 4.241  -0.201
C -1.125 -2.056 3.196  -0.122
H -3.971 0.251 9.954  0.086
H -3.646 0.581 8.232  0.082
H -2.387 0.871 9.275  0.087
H -4.257 -1.576 7.760  0.107
H -4.486 -2.009 9.464  0.117
H -4.148 -4.079 8.273  0.119
H -2.627 -3.744 8.978  0.111
H -2.038 -2.436 6.923  0.109
H -4.094 -2.528 5.614  0.107
H -4.102 -4.209 5.787  0.109
H -3.052 -3.780 3.647  0.104
H -1.624 -4.209 4.618  0.114
H -1.587 -2.323 2.245  0.075
H -0.201 -2.606 3.373  0.086
H -0.754 -1.032 3.180  0.089
C 1.950 3.115 -4.454  -0.087
O 2.654 4.265 -3.926  -0.208
C 4.009 3.934 -3.602  -0.217
C 4.749 5.240 -3.286  -0.229
N 4.597 5.844 -1.985  -0.047
C 3.200 6.190 -1.685  -0.198
C 3.073 7.070 -0.419  -0.198
O 3.835 8.297 -0.566  -0.181
C 3.547 9.175 0.505  -0.130
H 2.446 2.709 -5.336  0.075
H 1.082 3.556 -4.944  0.089
H 1.746 2.287 -3.776  0.072
H 4.474 3.451 -4.462  0.114
H 4.134 3.293 -2.729  0.120
H 4.336 5.902 -4.047  0.112
H 5.808 5.224 -3.541  0.117
H 5.186 6.664 -1.961  0.105
H 2.579 5.320 -1.471  0.088
H 2.741 6.820 -2.447  0.118
H 3.142 6.512 0.515  0.120
H 2.051 7.429 -0.541  0.106
H 3.887 10.178 0.246  0.083
H 4.073 8.974 1.438  0.083
H 2.495 9.263 0.773  0.079
C 0.009 -3.914 0.190  -0.125
O -0.176 -4.950 1.129  -0.202
C -1.276 -5.825 0.792  -0.186
C -1.721 -6.722 1.981  -0.226
N -0.685 -7.640 2.326  -0.049
C -1.123 -8.597 3.347  -0.216
C 0.032 -9.549 3.712  -0.219
O 1.204 -8.842 4.132  -0.182
C 1.094 -8.524 5.528  -0.100
H 0.759 -3.236 0.597  0.076
H -0.863 -3.293 -0.013  0.068
H 0.339 -4.339 -0.759  0.086
H -1.050 -6.441 -0.078  0.121
H -2.142 -5.177 0.658  0.110
H -2.617 -7.254 1.662  0.122
H -1.983 -6.074 2.818  0.102
H 0.045 -7.076 2.736  0.110
H -2.010 -9.187 3.116  0.119
H -1.440 -8.083 4.254  0.100
H 0.163 -10.143 2.806  0.117
H -0.252 -10.298 4.451  0.111
H 2.003 -8.072 5.925  0.088
H 0.856 -9.391 6.143  0.082
H 0.280 -7.813 5.669  0.077

Forces on atoms 1 to 6 (eV/Å):
C 0.5 -1.2 -0.1
C -0.3 2.0 1.4
C 0.3 0.3 -0.4
O 0.2 -0.3 -1.3
C 0.5 -0.9 0.7
N -0.4 0.0 -0.5

Summary:
Relative energy (zero: lowest compared OMol25 entry of this formula, charge and spin)   12.3 kcal per mole
F_max   3.18 eV/A
E_LUMO   0.0022 hartree
HOMO   -8.61 eV
Gap between HOMO and LUMO   8.67 eV